1.
2 unconnected molecules or ions with the total composition C13H27BCl5N4O3P in a non-equilibrium geometry. Source: the Open Molecules 2025 dataset; level of theory: ωB97M-V with the def2-TZVPD basis set.

Largest force on an atom, eV Å⁻¹: 9.97
SMILES: C#CC[C@](NCCC)(O[C@](CN)(CNCl)B(O)OCC)[PH2]=N.ClC(Cl)(Cl)Cl
DFT total energy, eV: -98588.319
Spin multiplicity: 1
Charge: 0
Kohn-Sham gap, eV: 8.20

Each line ends with the Mulliken charge.
CARTESIAN COORDINATES (ANGSTROEM)
Cl (3.59, -0.10, -3.74)  -0.0495
Cl (5.82, 1.75, -3.49)  -0.0971
Cl (4.35, 1.57, -6.00)  -0.1025
Cl (3.10, 2.76, -3.66)  -0.0945
Cl (-4.69, 3.34, 1.26)  -0.1241
P (0.78, 2.61, 0.04)  0.2029
O (-2.74, 0.03, 2.70)  -0.5733
O (-0.66, 0.17, 0.57)  -0.1974
O (-3.85, -1.51, 0.90)  -0.6115
N (-2.14, -1.50, -1.64)  -0.3768
N (1.66, 0.06, 0.69)  0.0214
N (0.84, 2.99, 1.62)  -0.8057
N (-4.07, 1.86, 0.59)  -0.3057
C (1.10, -1.34, -1.61)  -0.0411
C (-2.62, -3.51, 1.77)  -0.7687
C (0.49, 0.72, -0.07)  -0.2220
C (2.96, 0.78, 0.54)  -0.2887
C (3.81, -1.27, 2.18)  -0.8003
C (1.27, -2.75, -1.48)  -0.8186
C (-3.94, -2.55, 1.93)  -0.3123
C (0.77, 0.30, -1.64)  0.8656
C (4.15, -0.35, 0.86)  -0.4542
C (-2.57, 1.98, 0.34)  -1.1527
C (-1.99, 0.44, 0.17)  0.9291
C (4.22, 1.49, -4.22)  0.3374
C (-2.53, -0.09, -1.28)  -1.0786
B (-2.94, -0.41, 1.27)  0.8893
H (-4.13, -2.16, 3.02)  0.2516
H (1.77, 3.46, 1.81)  0.2507
H (-2.97, -2.15, -1.62)  0.2554
H (1.97, 3.05, -0.71)  0.1128
H (-3.42, 0.73, 2.89)  0.2815
H (3.22, 1.18, -0.53)  0.1074
H (1.36, -0.02, 1.71)  0.2559
H (-1.69, -1.55, -2.59)  0.2262
H (3.09, -0.72, 2.94)  0.2239
H (-4.60, 1.74, -0.31)  0.3246
H (-2.43, -3.79, 0.62)  0.1768
H (-1.99, 2.47, 1.25)  0.5753
H (5.20, 0.18, 0.90)  0.3744
H (-2.86, -4.52, 2.34)  0.3545
H (1.42, -3.79, -0.93)  0.3112
H (3.25, -2.24, 1.79)  0.1702
H (4.16, -1.09, -0.06)  0.1907
H (-2.37, 2.59, -0.65)  0.2342
H (4.81, -1.65, 2.67)  0.2888
H (-3.72, -0.07, -1.27)  0.3747
H (-0.08, 0.59, -2.39)  0.2777
H (1.76, 0.79, -2.09)  -0.5530
H (-4.88, -3.23, 1.66)  0.2564
H (-1.67, -3.00, 2.25)  0.2194
H (3.16, 1.63, 1.35)  0.1251
H (-2.23, 0.72, -2.11)  0.2749
H (-0.32, 3.36, -0.54)  0.0886

---

2.
2 unconnected molecules or ions with the total composition C13H27BN3O7S in a non-equilibrium geometry. Source: the Open Molecules 2025 dataset; level of theory: ωB97M-V with the def2-TZVPD basis set.

Largest force on an atom, eV Å⁻¹: 6.36
DFT total energy, eV: -44222.985
Spin multiplicity: 1
Charge: +1
Kohn-Sham gap, eV: 9.63

Each line ends with the Mulliken charge.
CARTESIAN COORDINATES (ANGSTROEM)
S (-2.03, 0.13, 0.90)  1.0111
O (-2.37, 1.54, 0.35)  -0.5541
O (-1.96, -3.26, 1.07)  -0.1801
O (-0.46, -0.19, 0.29)  -0.2412
O (2.25, -1.85, -0.49)  -0.4964
O (-2.06, -0.13, 2.43)  -0.5323
O (1.16, -3.03, 1.47)  -0.4731
O (-2.81, -1.19, 0.16)  -0.3709
N (2.81, 4.16, -1.84)  0.2149
N (4.21, 5.61, -2.62)  0.0716
N (-2.22, -2.76, -1.46)  -0.7712
C (-0.40, -1.54, -0.30)  0.0139
C (-3.32, -3.79, 1.19)  -0.3556
C (0.62, 2.99, -1.64)  -1.0942
C (1.86, 3.49, -0.93)  -0.2980
C (4.21, 4.55, -3.51)  -0.3938
C (-4.96, -4.42, 4.44)  -0.9579
C (-1.83, -2.31, -0.04)  0.9276
C (5.04, 6.81, -2.72)  -0.7916
C (-3.45, -4.65, 3.82)  -0.3965
C (-3.43, -5.09, 2.24)  -0.5603
C (2.73, -0.50, -0.11)  -0.3195
C (3.35, 5.37, -1.62)  -0.0784
C (3.33, 3.63, -3.01)  -0.3517
B (1.00, -2.18, 0.28)  0.4872
H (-2.82, -3.70, 4.07)  0.2520
H (-5.48, -3.48, 3.96)  0.2463
H (3.01, 2.66, -3.35)  0.4246
H (5.67, 6.77, -3.61)  0.2879
H (-2.58, -5.89, 2.04)  0.3144
H (2.39, 2.67, -0.45)  0.2469
H (-2.06, -1.97, -2.15)  0.2943
H (5.67, 6.88, -1.83)  0.3470
H (-4.51, -5.56, 2.02)  0.2972
H (0.87, 2.26, -2.42)  0.3376
H (4.38, 7.69, -2.78)  0.3373
H (2.00, 0.35, -0.48)  -0.0691
H (-0.11, -1.30, -1.43)  -0.0851
H (4.84, 4.59, -4.38)  0.4272
H (-4.84, -4.27, 5.62)  0.2991
H (-2.97, -5.55, 4.43)  0.2865
H (0.08, 3.82, -2.11)  0.4238
H (3.15, 6.02, -0.78)  0.3904
H (3.78, -0.34, -0.64)  0.2607
H (-3.28, -2.89, -1.51)  0.3565
H (0.61, -3.87, 1.37)  0.3092
H (2.94, -0.39, 1.06)  0.2820
H (1.58, 4.21, -0.15)  0.2862
H (-4.11, -3.01, 1.60)  0.2354
H (-0.05, 2.50, -0.93)  0.2373
H (-3.78, -4.19, 0.17)  0.1847
H (-5.65, -5.39, 4.31)  0.2802

---

3.
6 unconnected molecules or ions with the total composition C13H27F6N5O7S2 in a non-equilibrium geometry. Source: the Open Molecules 2025 dataset; level of theory: ωB97M-V with the def2-TZVPD basis set.

Largest force on an atom, eV Å⁻¹: 7.78
DFT total energy, eV: -73674.272
Spin multiplicity: 2
Charge: -1
Kohn-Sham gap (spin up / spin down), eV: 2.27 / 9.66
Expectation value of S²: 0.75

Each line ends with the Mulliken charge.
CARTESIAN COORDINATES (ANGSTROEM)
S (-1.52, -22.57, -15.17)  0.9784
S (-1.45, -24.75, -16.62)  0.7687
F (-4.16, -24.52, -16.87)  -0.2103
F (-0.30, -20.49, -16.42)  -0.2464
F (-3.27, -26.30, -17.91)  -0.2152
F (-0.79, -19.97, -14.38)  -0.2287
F (-2.40, -20.12, -15.84)  -0.2314
F (-3.01, -24.33, -18.69)  -0.2284
O (1.07, -19.69, -18.95)  -0.5748
O (-0.40, -22.98, -14.27)  -0.6707
O (1.17, -23.68, -20.32)  -0.5752
O (-0.91, -16.77, -19.86)  -0.4163
O (-0.40, -25.39, -17.43)  -0.5745
O (-1.74, -25.40, -15.32)  -0.5841
O (-2.89, -22.72, -14.66)  -0.6531
N (-1.36, -23.00, -16.59)  -0.6529
N (-0.41, -22.02, -18.78)  0.3480
N (3.33, -19.61, -19.01)  0.7005
N (0.81, -23.79, -22.58)  1.4132
N (-2.03, -20.67, -20.48)  -0.7492
C (3.49, -21.03, -19.36)  -0.9642
C (-3.12, -25.03, -17.56)  0.6837
C (-1.20, -20.64, -15.46)  0.5441
C (-0.45, -23.04, -22.53)  -0.2853
C (-1.73, -19.18, -22.61)  -2.1513
C (2.13, -19.05, -18.91)  -0.2521
C (-2.84, -15.80, -18.88)  -1.2602
C (-2.17, -18.23, -18.49)  -0.5315
C (1.52, -24.09, -21.45)  -0.6126
C (-1.88, -19.97, -21.41)  0.5157
C (4.58, -18.80, -18.94)  -1.1282
C (1.38, -23.98, -23.90)  -1.8019
C (-1.94, -16.98, -19.23)  0.7846
H (5.29, -19.14, -18.19)  0.3505
H (-0.87, -22.29, -17.93)  0.6229
H (-0.35, -21.98, -22.75)  -0.4460
H (-1.01, -23.57, -23.29)  0.4535
H (0.07, -22.77, -19.26)  0.4864
H (-2.32, -15.22, -18.12)  0.2742
H (4.37, -21.43, -18.85)  0.3489
H (3.85, -21.04, -20.39)  0.4079
H (2.08, -17.97, -18.69)  0.2758
H (2.59, -21.63, -19.30)  -0.0451
H (0.72, -24.56, -24.55)  0.3331
H (-3.79, -16.19, -18.52)  0.3240
H (4.48, -17.76, -18.61)  0.2798
H (-2.58, -18.49, -22.67)  0.7395
H (2.51, -24.57, -21.58)  0.2682
H (-2.90, -18.87, -18.98)  0.3484
H (0.17, -21.26, -18.47)  0.1780
H (-0.77, -18.68, -22.51)  -0.0753
H (-2.57, -17.98, -17.51)  0.5056
H (-1.02, -21.59, -19.47)  0.3223
H (5.05, -18.67, -19.91)  0.3992
H (-1.27, -18.85, -18.42)  -0.3851
H (2.30, -24.56, -23.83)  0.1626
H (-1.67, -19.83, -23.48)  0.8972
H (-0.93, -23.19, -21.56)  -0.1414
H (-3.07, -15.16, -19.73)  0.3940
H (1.63, -23.01, -24.32)  0.7827

---

4.
C13H27FNO2P in the gas phase in a non-equilibrium geometry. Source: the Open Molecules 2025 dataset; level of theory: ωB97M-V with the def2-TZVPD basis set.

Largest force on an atom, eV Å⁻¹: 2.63
SMILES: C=CCP(F)(CCCC)(COCC)N(C)C(C)=O
DFT total energy, eV: -31506.784
Spin multiplicity: 1
Charge: 0
Kohn-Sham gap, eV: 8.69
Energy relative to the best compared isomer or geometry (same formula, charge and spin), kJ/mol: 144.3

Each line ends with the Mulliken charge.
CARTESIAN COORDINATES (ANGSTROEM)
P (0.78, 0.56, -0.17)  1.2864
F (0.79, 2.07, 0.71)  -0.5948
O (2.11, 0.90, 2.27)  -0.3996
O (0.93, -2.87, 0.21)  -0.4885
N (0.80, -0.97, -1.06)  0.2458
C (-4.25, 1.31, 0.04)  -1.2828
C (-3.43, 0.07, -0.43)  -0.6184
C (-1.18, -2.59, -0.65)  -1.3840
C (1.47, 0.05, 4.42)  -1.0193
C (-2.02, 0.50, -0.93)  -0.2965
C (1.89, -0.08, 1.24)  -1.1610
C (-1.03, 0.53, 0.25)  -1.1488
C (0.01, 1.12, -3.46)  -0.7664
C (1.20, 1.46, -2.92)  -0.3682
C (0.26, -2.13, -0.43)  0.5054
C (2.12, -1.40, -1.60)  -1.1008
C (2.63, 0.25, 3.44)  -0.3676
C (1.63, 1.54, -1.47)  -1.0048
H (3.42, 0.88, 3.85)  0.3743
H (-1.29, -0.30, 0.91)  0.5710
H (3.07, -0.71, 3.15)  0.3457
H (-3.62, 2.19, 0.19)  0.3518
H (-1.55, -2.34, -1.64)  0.2909
H (1.98, 1.76, -3.63)  0.3963
H (-1.85, -2.22, 0.13)  0.0864
H (-5.03, 1.52, -0.70)  0.3255
H (1.78, -0.44, 5.34)  0.3890
H (-1.75, -0.24, -1.68)  -0.1102
H (0.72, -0.57, 3.91)  0.2392
H (1.97, -2.39, -2.05)  0.4015
H (2.92, -1.54, -0.87)  0.3336
H (1.40, -0.91, 1.76)  0.6349
H (1.64, 2.60, -1.22)  0.4804
H (-3.96, -0.37, -1.27)  0.4244
H (2.50, -0.78, -2.42)  0.3393
H (-4.78, 1.06, 0.96)  0.3399
H (-2.10, 1.45, -1.46)  0.5309
H (-0.47, 0.15, -3.40)  0.3414
H (-1.20, -3.68, -0.56)  0.5171
H (2.90, -0.32, 0.87)  0.3957
H (-0.52, 1.88, -4.03)  0.2524
H (-1.28, 1.42, 0.82)  0.6018
H (1.02, 1.02, 4.62)  0.2710
H (-3.37, -0.64, 0.39)  0.2746
H (2.70, 1.25, -1.43)  0.5650